DFT (the ωB97M-V functional and the def2-TZVPD basis) results for the molecule C20H24N6O3 in a non-equilibrium geometry.

Structure (XYZ):
```
53
Properties=species:S:1:pos:R:3
O -2.97320 -3.26798 0.45407
O 3.53156 -0.32639 0.19505
O -1.15023 1.25934 -0.10754
N 0.63968 3.46373 -4.47603
C -3.41225 -2.17549 0.08213
C 3.10842 0.79834 -0.05767
C -0.57119 0.19810 0.17152
C -0.34786 3.40816 -3.59293
C 1.56700 2.51044 -4.05263
C 0.64199 -1.86918 3.29976
C -0.05706 -0.76552 2.93353
C 1.05780 1.87051 -2.96541
C 1.59690 2.66104 3.64637
C 2.85330 2.20083 3.98824
C 0.55500 1.76051 3.25600
C 3.02191 0.81131 4.10426
C 0.74391 0.37565 3.31613
C 2.01469 -0.07763 3.75097
N -0.13553 2.49322 -2.63842
N 1.93793 -1.44475 3.71365
N 3.80560 1.93108 0.15216
N 0.74776 0.02254 0.01170
N -2.75643 -1.01776 0.27250
C -4.72652 -2.05088 -0.66526
C 5.16592 1.94858 0.77601
C 1.67630 0.73811 -2.17589
C -1.41576 -0.79700 2.32202
C 1.69007 0.95518 -0.64219
C -1.38529 -0.92446 0.80023
H -1.20655 4.05576 -3.64103
H 2.49519 2.32049 -4.57454
H 0.22848 -2.88033 3.20163
H 1.42098 3.73134 3.69267
H 3.64733 2.90073 4.26884
H -0.40316 2.10773 2.92408
H 3.94529 0.36563 4.47292
H -0.77536 2.28250 -1.84157
H 2.67240 -2.07332 3.91726
H 3.40761 2.81214 -0.07116
H 1.19121 -0.83705 0.34297
H -3.18226 -0.15760 -0.03537
H -5.27905 -1.18381 -0.28950
H -4.50885 -1.96425 -1.72873
H -5.33512 -2.88523 -0.46088
H 5.70532 1.05394 0.52198
H 5.12832 2.03162 1.85791
H 5.72199 2.80954 0.44365
H 1.17737 -0.21337 -2.43447
H 2.72542 0.60382 -2.48271
H -1.97970 0.06575 2.61635
H -2.02525 -1.64027 2.70177
H 1.35988 1.99449 -0.47553
H -0.91003 -1.88196 0.56753
```

Summary:
- ΔE to the lowest compared entry with this formula, charge and spin: 115.9 kJ/mol
- E_HOMO: -8.2 eV
- LUMO energy: 0.58 eV
- Frontier orbital gap: 8.761 eV

DFT (the ωB97M-V functional and the def2-TZVPD basis) results for a structure of composition C28H43InNO2P2 in a non-equilibrium geometry.

Structure (XYZ):
```
77
Properties=species:S:1:pos:R:3
In -0.28933 1.42424 0.50247
C -3.50833 2.76384 -0.60308
C -3.96257 1.29149 -0.27725
C -4.33582 0.48513 -1.51876
P -2.59898 0.44403 0.68737
C -3.27680 0.03612 2.42725
C -2.46865 -1.07462 3.13817
C -4.79322 -0.24593 2.41924
C -2.33030 -1.18775 -0.07663
C -3.37153 -2.11796 0.00252
C -3.21638 -3.35841 -0.62213
C -4.45485 -4.22690 -0.76806
C -1.99343 -3.68982 -1.22097
C -0.93250 -2.79141 -1.27141
C -1.07047 -1.48876 -0.72946
N -0.15131 -0.43189 -0.93598
C 1.09680 -0.67923 -1.48070
C 1.17790 -1.08099 -2.83560
C 2.43091 -1.29088 -3.40586
C 3.64433 -1.11589 -2.68648
C 4.99689 -1.33984 -3.27580
C 3.50618 -0.57875 -1.39303
C 2.30868 -0.39550 -0.77682
P 2.16392 0.51909 0.77339
C 3.58042 1.83284 0.81026
C 3.72088 2.75990 -0.40831
C 4.91623 1.14014 1.10517
C 2.27145 -0.64324 2.26359
C 3.24387 -1.76771 1.99330
C 2.48140 0.15681 3.56807
H -4.35754 3.25827 -1.11536
H -3.19000 3.39874 0.29398
H -2.69226 2.84077 -1.34013
H -4.83345 1.50316 0.44996
H -3.47353 0.06486 -2.01712
H -5.10442 -0.28905 -1.23041
H -4.90972 1.14754 -2.19801
H -3.07599 1.02986 2.95032
H -2.70585 -2.06956 2.74204
H -1.41207 -0.90914 2.96687
H -2.55955 -1.02019 4.23167
H -4.99363 -1.05588 3.11536
H -5.38568 0.58469 2.69359
H -5.16337 -0.51247 1.42809
H -4.29506 -1.87005 0.49212
H -4.47887 -5.07122 -0.12696
H -5.35252 -3.61750 -0.64546
H -4.51760 -4.63634 -1.79297
H -1.86052 -4.68366 -1.68081
H -0.01509 -3.08401 -1.84458
H 0.28811 -1.31124 -3.40557
H 2.47468 -1.65178 -4.38459
H 5.20689 -2.45112 -3.35688
H 4.99152 -0.96591 -4.32906
H 5.82488 -0.88342 -2.70536
H 4.49850 -0.42463 -0.88900
H 3.23875 2.42464 1.67391
H 4.66708 2.51267 -0.94789
H 2.87291 2.68436 -1.06180
H 3.78292 3.78108 -0.04898
H 5.29194 0.62071 0.20652
H 5.56993 1.98076 1.37104
H 4.94042 0.45053 1.93947
H 1.27966 -1.03086 2.38632
H 4.10901 -1.42164 1.39747
H 3.59232 -2.05245 3.00957
H 2.76688 -2.64994 1.51165
H 3.50244 0.54515 3.64074
H 1.76608 0.96815 3.70248
H 2.28600 -0.59780 4.38542
C 0.52034 5.01225 -1.27411
C 0.22448 3.70270 -0.62597
O 0.27840 2.56644 -1.30656
O -0.08275 3.67743 0.65639
H -0.42191 5.59207 -1.34011
H 0.90094 4.96575 -2.30160
H 1.22091 5.59911 -0.68010
```

Summary:
- ΔE to the lowest compared entry with this formula, charge and spin: 47.5 kJ/mol
- E_HOMO: -9.5 eV
- Total charge: +1
- LUMO energy: -3.21 eV
- Frontier orbital gap: 6.293 eV

DFT (the ωB97M-V functional and the def2-TZVPD basis) results for a structure of composition C9H13Br15O8S2 in a non-equilibrium geometry.

Structure (XYZ):
```
47
Properties=species:S:1:pos:R:3
C -0.43389 -1.96411 3.57624
Br 1.20383 -0.87921 3.41606
Br -0.77947 -2.62059 5.38350
Br -0.44887 -3.38297 2.24284
H -1.26635 -1.31563 3.33601
C 0.73998 -1.18731 -5.59581
Br 2.50156 -0.47770 -6.00317
Br 0.71539 -2.96984 -4.86503
Br -0.31163 -1.04006 -7.27329
H 0.26931 -0.50259 -4.90445
C 4.62188 -4.42486 1.49125
Br 3.03891 -4.18073 2.60603
Br 6.18997 -4.03199 2.52639
Br 4.55080 -3.29290 -0.13519
H 4.79465 -5.45647 1.21865
C -4.53980 -1.04192 0.01662
Br -2.68112 -1.02990 -0.71058
Br -5.50876 0.59543 -0.45460
Br -4.53603 -1.42575 1.91677
H -5.04548 -1.80053 -0.56207
C 1.53542 4.71410 -1.86954
Br 0.70973 4.34384 -0.18123
Br 3.37849 4.04823 -1.98254
Br 1.49717 6.59339 -2.36786
H 0.92284 4.22132 -2.61282
C 1.22648 -0.70708 -0.27001
C 0.65852 -1.48859 -1.45012
O -0.09743 -0.46128 -2.12113
S 0.64837 0.97645 -2.04607
O -0.32801 1.93800 -1.63290
O 1.44181 1.14535 -3.22927
O 1.56209 0.58471 -0.77584
H 2.17496 -1.16349 0.00583
H 0.52015 -0.73441 0.55616
H 0.09490 -2.36001 -1.12641
H 1.40560 -1.81962 -2.17380
C -2.28157 2.50820 1.36157
C -0.89056 2.11599 1.85033
O -1.18289 1.01335 2.72195
S -2.38710 1.54416 3.69715
O -1.94789 2.53597 4.64732
O -3.08928 0.41467 4.22821
O -3.18016 2.13328 2.39462
H -2.57235 2.16078 0.37094
H -2.33777 3.60145 1.28957
H -0.32269 2.86585 2.40418
H -0.23370 1.70503 1.08555
```

Summary:
- E_HOMO: -10.3 eV
- LUMO energy: -0.52 eV
- Frontier orbital gap: 9.790 eV

DFT (the ωB97M-V functional and the def2-TZVPD basis) results for a structure of composition C14H30N6O2PdS.

Structure (XYZ):
```
54
Properties=species:S:1:pos:R:3
Pd 0.08975 0.06559 0.04829
N -1.64560 -0.99819 -0.97606
C -2.83651 -0.99234 -0.07165
C -2.82303 0.28140 0.74712
N -1.56087 0.38503 1.51626
C -1.47034 -0.66269 2.58267
C -0.60375 -1.85255 2.19315
N 0.67546 -1.36072 1.62776
C -1.33732 1.74531 2.06444
C 0.12603 1.95267 2.40831
N 0.96105 1.77336 1.18331
H -1.88196 -0.41442 -1.77740
H -1.51288 -1.92793 -1.36552
H -2.79329 -1.87102 0.56656
H -3.76250 -1.06527 -0.64196
H -3.68769 0.32242 1.41546
H -2.88014 1.14875 0.08476
H -2.47327 -1.00965 2.84016
H -1.06927 -0.20201 3.48498
H -1.07368 -2.47488 1.43571
H -0.43448 -2.47931 3.07062
H 1.25658 -2.13506 1.31974
H 1.20192 -0.88182 2.35539
H -1.96862 1.92331 2.93926
H -1.63664 2.46357 1.29786
H 0.46474 1.23448 3.15461
H 0.27098 2.94286 2.84091
H 1.94590 1.74504 1.43372
H 0.86719 2.60761 0.60732
N 5.94267 -3.55302 -1.96073
C 5.28324 -2.46063 -1.73054
O 5.80136 -1.43728 -1.17778
C 3.87159 -2.19485 -2.12079
C 3.37742 -2.64211 -3.34659
C 2.06532 -2.33827 -3.65147
C 1.32552 -1.58617 -2.74773
N 1.79376 -1.14046 -1.57364
C 3.05929 -1.43449 -1.27292
H 6.93004 -3.63311 -1.72777
H 5.47980 -4.37784 -2.32423
H 3.99354 -3.19451 -4.04626
H 1.62059 -2.66608 -4.58111
H 0.30363 -1.32346 -2.99011
H 3.44340 -1.07852 -0.32432
C 1.52730 5.19033 -4.24771
S -0.02170 4.34299 -4.03925
C -1.32696 5.54454 -3.91080
O -0.02625 3.32056 -2.98214
H 1.40781 5.83972 -5.11767
H 2.29464 4.44029 -4.43051
H 1.72580 5.77131 -3.34461
H -1.32417 6.10879 -4.84583
H -1.11672 6.19097 -3.05579
H -2.26269 4.99965 -3.79359
```

Summary:
- ΔE to the lowest compared entry with this formula, charge and spin: 0.0 kJ/mol
- E_HOMO (spin up / spin down): -19.8 / -21.3 eV
- Total charge: +4
- LUMO energy (spin up / spin down): -11.28 / -14.79 eV
- Frontier orbital gap (spin up / spin down): 8.521 / 6.479 eV
- 2S+1: 5

no.,molecular weight (g mol⁻¹),E (eV)
1,396.5,-36214.587
2,602.4,-59065.387
3,1511.9,-1098227.615
4,452.9,-42312.858